One molecule with the formula C24H31N3O4S, computed with ωB97M-V with the def2-TZVPD basis set.

The geometry in ORCA input format:
```
! RIJCOSX wB97M-V def2-TZVPD def2/J DEFGRID3
* xyz 0 1
C -4.6197 -2.6786 -0.0696
C -4.7101 -1.5700 0.9715
C -6.0207 -0.7948 0.8551
C -6.1930 0.2762 1.9339
C -5.1678 1.4110 1.8834
C -5.2883 2.3037 0.6441
O -4.9449 1.6698 -0.5714
C -3.6513 1.3423 -0.8278
C -2.5434 1.7444 -0.0888
C -1.2691 1.3499 -0.4571
C -1.0757 0.5474 -1.5725
N 0.1886 0.0989 -1.9869
C 1.4014 0.3602 -1.4439
O 1.6037 1.0890 -0.4976
C 2.5388 -0.3539 -2.1728
C 3.7837 -0.4207 -1.2833
C 4.2540 0.9807 -0.8801
O 4.5590 1.8799 -1.6191
N 4.3189 0.9807 0.4830
C 4.6374 2.1494 1.2730
C 3.3716 2.8683 1.7219
C 3.8653 -0.2059 1.0123
S 3.7714 -0.5580 2.6058
N 3.5830 -1.0507 -0.0036
C 2.9737 -2.3459 0.1823
C 1.4791 -2.2786 0.2038
C 0.6186 -1.7664 1.1277
C -0.6840 -1.9696 0.6115
C -0.5203 -2.5888 -0.5861
O 0.7873 -2.7773 -0.8501
C -2.1823 0.1499 -2.3203
C -3.4495 0.5413 -1.9548
H -3.6885 -3.2304 0.0396
H -4.6532 -2.2563 -1.0715
H -5.4484 -3.3752 0.0387
H -3.8665 -0.8921 0.8284
H -4.6320 -2.0020 1.9727
H -6.0797 -0.3326 -0.1303
H -6.8521 -1.4995 0.9407
H -6.1247 -0.1994 2.9159
H -7.1941 0.7055 1.8446
H -5.3146 2.0513 2.7563
H -4.1609 0.9976 1.9418
H -4.6898 3.2142 0.7794
H -6.3322 2.5989 0.5037
H -2.6523 2.3739 0.7798
H -0.4218 1.6660 0.1269
H 0.1645 -0.5087 -2.7943
H 2.7973 0.2306 -3.0598
H 2.2349 -1.3552 -2.4819
H 4.5875 -0.9274 -1.8379
H 5.2205 1.8211 2.1376
H 5.2453 2.7971 0.6375
H 2.7528 3.0988 0.8589
H 2.8024 2.2343 2.3965
H 3.6325 3.7888 2.2364
H 3.3010 -3.0089 -0.6225
H 3.3329 -2.7271 1.1442
H 0.8865 -1.3051 2.0553
H -1.6092 -1.6921 1.0711
H -1.2228 -2.9360 -1.3174
H -2.0458 -0.4716 -3.1945
H -4.3100 0.2407 -2.5313
*
```

Its relative energy (zero: lowest compared OMol25 entry of this formula, charge and spin) is 0.5684 eV. As for the SMILES: CCCCCCOc1ccc(NC(=O)C[C@H]2C(=O)N(CC)C(=S)N2Cc2ccco2)cc1. The LUMO energy comes out at 0.45 eV.



One molecule with the formula C24H31N3O6S at a distorted geometry, computed with ωB97M-V with the def2-TZVPD basis set.

The geometry in ORCA input format:
```
! RIJCOSX wB97M-V def2-TZVPD def2/J DEFGRID3
* xyz 0 1
C 3.6515 0.3177 1.9306
C 4.6752 0.0821 0.8200
N 4.1088 -0.0506 -0.5001
C 3.2959 -1.1996 -0.8328
C 4.1078 -2.4903 -0.8772
S 3.9146 1.3396 -1.3639
O 5.0868 2.1454 -1.1817
O 3.5159 0.9866 -2.6932
C 2.5371 2.2302 -0.6093
C 2.7235 3.5209 -0.1519
C 1.6631 4.1990 0.4306
C 0.4288 3.5836 0.5569
C 0.2486 2.2817 0.0973
C -1.0267 1.5351 0.2500
O -1.0427 0.3323 0.4650
N -2.1687 2.2525 0.1690
C -3.4259 1.5256 0.1328
C -3.3192 0.4974 -0.9989
O -2.9617 0.7801 -2.1112
O -3.6557 -0.7198 -0.5849
C -3.5766 -1.7879 -1.5215
C -2.5183 -2.8513 -1.1814
O -2.6235 -3.9569 -1.6666
N -1.5368 -2.4220 -0.3648
C -0.4466 -3.1499 0.1281
C -0.1281 -4.4320 -0.3089
C 0.9644 -5.0885 0.2292
C 1.7439 -4.4873 1.2020
C 1.4267 -3.2110 1.6373
C 0.3428 -2.5409 1.1029
C -4.6075 2.4754 -0.0967
C -4.7576 3.4260 1.0886
C -5.8921 1.6769 -0.3060
C 1.3132 1.6069 -0.4935
H 3.1107 1.2474 1.7702
H 2.9335 -0.4972 1.9729
H 4.1642 0.3754 2.8873
H 5.2558 -0.8183 1.0385
H 5.3628 0.9272 0.7582
H 2.8980 -0.9926 -1.8269
H 2.4618 -1.3185 -0.1294
H 4.4574 -2.7681 0.1136
H 3.4798 -3.2934 -1.2534
H 4.9642 -2.3690 -1.5343
H 3.6993 3.9681 -0.2556
H 1.8011 5.2064 0.7927
H -0.3852 4.1054 1.0388
H -2.1476 3.1679 -0.2527
H -3.5442 0.9823 1.0770
H -4.5510 -2.2823 -1.5531
H -3.3456 -1.3857 -2.5159
H -1.5774 -1.4639 -0.0256
H -0.7373 -4.9079 -1.0584
H 1.2049 -6.0832 -0.1156
H 2.5912 -5.0090 1.6209
H 2.0252 -2.7396 2.4042
H 0.0937 -1.5431 1.4330
H -4.4006 3.0518 -1.0057
H -3.8393 3.9768 1.2758
H -5.5525 4.1415 0.8943
H -5.0109 2.8680 1.9870
H -5.8338 1.0766 -1.2105
H -6.0713 1.0145 0.5379
H -6.7385 2.3523 -0.4010
H 1.1711 0.6033 -0.8599
*
```

Its relative energy (zero: lowest compared OMol25 entry of this formula, charge and spin) is 0.8219 eV. As for the SMILES: CCN(CC)S(=O)(=O)c1cccc(C(=O)N[C@H](C(=O)OCC(=O)Nc2ccccc2)C(C)C)c1. The LUMO energy comes out at 0.08 eV.



C24H31N3P2Sc as an isolated structure at a distorted geometry, computed with ωB97M-V with the def2-TZVPD basis set.

The geometry in ORCA input format:
```
! RIJCOSX wB97M-V def2-TZVPD def2/J DEFGRID3
* xyz 1 1
C 1.5433 0.9507 -4.3518
C 1.5078 0.7249 -2.9823
C 0.7904 1.6502 -2.1807
C -0.0190 2.6400 -2.7445
C 0.0269 2.8343 -4.1301
C 0.8186 1.9964 -4.9232
C -1.0132 3.1836 -1.7506
C -0.3186 3.6372 -0.4946
C 0.5360 2.6654 0.0210
C 0.9863 2.7331 1.3563
C 0.6333 3.8453 2.1105
C -0.2126 4.8275 1.5877
C -0.6981 4.7313 0.2851
H 2.1343 0.2614 -4.9487
H -0.5413 3.6525 -4.5622
H 0.9253 2.1607 -5.9893
H -1.5924 3.9728 -2.1975
H 0.9956 3.8969 3.1377
H -0.4607 5.6838 2.2151
H -1.3523 5.4866 -0.1552
N 0.7435 1.5248 -0.7776
Sc -0.4283 -0.0323 -0.1973
C 2.1232 -0.4889 -2.3186
H 2.6511 -0.2596 -1.3828
H 2.8493 -0.9385 -2.9999
C 1.6485 1.5459 1.9947
H 2.5621 1.2449 1.4703
H 1.8618 1.7694 3.0438
P 0.9545 -1.8406 -2.0041
P 0.5934 0.0519 2.0516
C -0.4240 0.4675 3.4895
H -1.1781 -0.3014 3.6742
H 0.2234 0.5663 4.3711
H -0.9613 1.4030 3.3179
C 1.7033 -1.1569 2.8156
H 2.0738 -0.7593 3.7723
H 1.1827 -2.1047 2.9944
H 2.5442 -1.3690 2.1461
C 0.3398 -2.3778 -3.5919
H 1.1141 -2.8828 -4.1741
H -0.4653 -3.0845 -3.4051
H -0.0066 -1.4987 -4.1276
C 1.7879 -3.2132 -1.1573
H 1.1054 -4.0570 -1.0187
H 2.6341 -3.5798 -1.7694
H 2.1929 -2.9273 -0.1859
H -1.7534 2.4291 -1.5167
H -0.3514 -1.4244 -1.4345
N -3.2370 -4.3257 3.4397
C -2.7402 -3.4025 2.5674
C -3.4254 -2.2129 2.2515
C -2.8691 -1.3089 1.3517
N -1.6448 -1.5127 0.7493
C -0.9701 -2.6619 1.0918
C -1.5030 -3.6293 1.9314
H -4.1312 -4.2028 3.9164
H -2.7551 -5.1878 3.6494
H -4.3957 -2.0391 2.7343
H -3.4107 -0.3852 1.1174
H 0.0404 -2.8097 0.6933
H -0.9681 -4.5619 2.1238
*
```

The LUMO energy (spin up / spin down) comes out at -2.43 / -2.52 eV.



C24H32AsO3PSSeSi2W as an isolated structure, computed with ωB97M-V with the def2-TZVPD basis set.

The geometry in ORCA input format:
```
! RIJCOSX wB97M-V def2-TZVPD def2/J DEFGRID3
* xyz 2 1
W -1.2822 -1.2408 0.3421
O -1.3742 -4.1658 -2.3520
S -0.6771 -3.2258 -1.5618
O -1.0388 -1.7647 -1.7732
O -0.8949 -3.3045 -0.0659
C 1.0466 -3.3681 -1.7417
C 1.5552 -4.3766 -2.5406
C 2.9326 -4.5449 -2.5997
C 3.7631 -3.7242 -1.8541
C 3.2354 -2.7176 -1.0515
C 1.8625 -2.5200 -0.9895
P 1.2440 -1.0902 -0.0403
C 1.6163 0.3099 -1.1281
C 1.6837 1.6071 -0.6163
C 1.9452 2.6693 -1.4674
C 2.1111 2.4521 -2.8304
C 2.0182 1.1693 -3.3425
C 1.7811 0.0961 -2.4936
C 2.3115 -1.0510 1.4139
C 3.3701 -0.1562 1.5463
C 4.2124 -0.2478 2.6473
C 4.0100 -1.2310 3.6022
C 2.9708 -2.1434 3.4560
C 2.1245 -2.0567 2.3652
H 0.8823 -5.0192 -3.0920
H 3.3500 -5.3260 -3.2199
H 4.8350 -3.8636 -1.8915
H 3.9014 -2.0866 -0.4766
H 1.5615 1.7841 0.4469
H 2.0471 3.6716 -1.0714
H 2.3206 3.2848 -3.4884
H 2.1400 0.9957 -4.4030
H 1.7229 -0.9015 -2.9070
H 3.5601 0.5978 0.7961
H 5.0325 0.4498 2.7499
H 4.6691 -1.2967 4.4573
H 2.8265 -2.9264 4.1879
H 1.3376 -2.7933 2.2441
C -0.0732 3.9017 1.4851
Si -1.6700 3.4686 0.6594
C -3.0896 3.5634 1.8450
C -1.9481 4.2412 -0.9940
As -1.4505 1.0551 0.0855
Si -3.7406 0.0399 0.5319
C -4.5676 1.0370 -0.8000
C -3.6773 -1.7511 -0.1009
C -4.4305 0.1795 2.2366
H -0.1451 4.9563 1.7714
H 0.7805 3.8009 0.8232
H 0.0915 3.3236 2.3949
H -3.1811 4.6141 2.1400
H -2.8870 2.9920 2.7508
H -4.0485 3.2653 1.4236
H -2.0669 5.3200 -0.8542
H -2.8477 3.8678 -1.4844
H -1.0949 4.0791 -1.6542
H -4.0544 0.9509 -1.7573
H -4.6764 2.0888 -0.5390
H -5.5755 0.6253 -0.9166
H -3.5473 -1.8403 -1.1804
H -4.6806 -2.1348 0.1275
H -3.1117 -2.5393 0.4393
H -4.1359 1.1052 2.7263
H -4.1242 -0.6571 2.8633
H -5.5226 0.1734 2.1709
Se -1.2388 -1.6714 2.5494
*
```

Its relative energy (zero: lowest compared OMol25 entry of this formula, charge and spin) is 0.0000 eV. The LUMO energy comes out at -7.53 eV.



A 10-piece molecular cluster, C24H32Cl36P overall at a distorted geometry, computed with ωB97M-V with the def2-TZVPD basis set.

The geometry in ORCA input format:
```
! RIJCOSX wB97M-V def2-TZVPD def2/J DEFGRID3
* xyz 1 1
C 0.7747 -2.1858 -0.2781
C 2.2026 -2.1861 -0.2170
P 3.2475 -0.6521 -0.0669
C 2.2656 0.8224 0.4938
C 1.6937 1.6856 -0.7044
C 0.4499 2.4854 -0.1464
C -0.0684 3.5899 -1.1323
C -1.1310 3.0888 -2.1710
C -2.2999 2.2426 -1.5533
C -3.2453 3.1413 -0.6545
C -3.7295 2.4026 0.6723
C -5.2622 2.1054 0.7004
C -5.7163 1.0644 -0.4236
C -5.6319 -0.3745 0.2130
C -5.0658 -1.4976 -0.7279
C -3.7693 -1.0981 -1.5212
H 0.2414 -2.0508 -1.2514
H 0.2155 -2.3858 0.6640
H 2.7268 -3.1605 -0.2507
H 4.1794 -0.9444 0.9800
H 4.0021 -0.3632 -1.2427
H 1.3908 0.4288 1.0696
H 2.9210 1.4442 1.1474
H 1.4066 1.0339 -1.5728
H 2.5007 2.4079 -0.9982
H 0.7809 2.9768 0.8052
H -0.3312 1.7456 0.1519
H 0.8022 4.0290 -1.6865
H -0.4796 4.4191 -0.4978
H -0.6450 2.5203 -3.0083
H -1.6041 3.9848 -2.6534
H -1.9395 1.3246 -1.0357
H -2.9448 1.8827 -2.4019
H -4.1699 3.4404 -1.2165
H -2.7149 4.0884 -0.3678
H -3.0964 1.4841 0.8211
H -3.4595 3.0849 1.5236
H -5.8847 3.0347 0.6248
H -5.5258 1.6480 1.6931
H -6.7535 1.3442 -0.7178
H -5.0423 1.2289 -1.2960
H -5.1041 -0.3882 1.2034
H -6.6895 -0.6728 0.4551
H -4.7936 -2.3651 -0.0635
H -5.8273 -1.9042 -1.4431
H -3.1530 -0.3807 -0.9330
H -3.1842 -1.9853 -1.9043
H -4.1059 -0.5547 -2.4481
C -0.0422 1.2673 5.0762
Cl -0.4945 1.0140 6.7670
Cl 1.6441 1.8124 4.9884
Cl -0.2201 -0.2524 4.1553
Cl -1.1032 2.5033 4.3811
C -2.5459 -3.1576 -5.3989
Cl -3.6347 -4.5127 -5.0561
Cl -1.5123 -3.5610 -6.7790
Cl -3.4999 -1.7126 -5.7781
Cl -1.5338 -2.8386 -3.9746
C 7.4977 0.6821 0.0895
Cl 7.5600 -1.0239 -0.3915
Cl 5.8051 1.2331 0.0774
Cl 8.1605 0.8613 1.7223
Cl 8.4415 1.6532 -1.0456
C 0.8323 -2.8405 8.0334
Cl 0.3217 -1.7587 9.3401
Cl 0.8191 -1.9429 6.5015
Cl 2.4776 -3.4445 8.3429
Cl -0.2881 -4.2082 7.9239
C 12.3189 0.6135 -1.3644
Cl 11.5214 0.4035 -2.9352
Cl 11.0935 0.6304 -0.0815
Cl 13.4464 -0.7257 -1.0899
Cl 13.2057 2.1472 -1.3520
C 1.8090 -3.3743 13.1530
Cl 0.0396 -3.4535 13.2409
Cl 2.3713 -1.8690 13.9022
Cl 2.5067 -4.7593 14.0111
Cl 2.3152 -3.4131 11.4534
C 3.9090 -3.8947 3.4443
Cl 3.2412 -3.1760 4.9264
Cl 2.9893 -3.4265 1.9856
Cl 5.5885 -3.3667 3.2290
Cl 3.8631 -5.6569 3.6165
C -1.2577 -0.3536 -9.4862
Cl -1.1538 -2.0677 -9.9295
Cl -2.9499 0.1697 -9.5475
Cl -0.6300 -0.1283 -7.8412
Cl -0.2965 0.6103 -10.6212
C -6.3396 2.2218 -8.9526
Cl -5.4803 3.7468 -9.2307
Cl -5.9061 1.5815 -7.3554
Cl -8.0872 2.5053 -9.0215
Cl -5.8807 1.0494 -10.2015
*
```

The LUMO energy comes out at -5.37 eV.



C24H32ClMnN3O4 as an isolated structure at a distorted geometry, computed with ωB97M-V with the def2-TZVPD basis set.

The geometry in ORCA input format:
```
! RIJCOSX wB97M-V def2-TZVPD def2/J DEFGRID3
* xyz -1 5
Mn -0.3436 -0.0067 -0.0876
Cl 1.6267 -0.1420 -1.4139
N 0.0090 2.0450 -0.0514
N -0.1039 -2.0892 0.2176
C -0.9190 2.8716 -0.4613
C -0.8289 -2.9214 -0.4818
C 1.1355 2.8548 0.4769
C 0.4743 4.2184 0.6738
C 2.2462 2.9716 -0.5479
C 1.6635 2.2656 1.7601
H 1.8638 3.4287 -1.4713
H 2.6390 1.9773 -0.7898
H 3.0409 3.6089 -0.1349
H 0.8345 2.1841 2.4691
H 2.4318 2.9348 2.1650
H 2.1094 1.2813 1.5741
C 0.8784 -2.8787 1.0057
C 0.6576 -4.3024 0.4913
C 0.5445 -2.7664 2.4810
C 2.3006 -2.4241 0.7606
H 2.4952 -2.3631 -0.3132
H 2.9872 -3.1456 1.2234
H 2.4823 -1.4351 1.1956
H -0.5047 -3.0365 2.6494
H 0.7132 -1.7424 2.8345
H 1.1937 -3.4486 3.0442
O -0.4852 -4.2047 -0.4200
H 0.3920 -5.0223 1.2754
H 1.5022 -4.6863 -0.0947
O -0.7497 4.1492 -0.1487
H 1.0562 5.0727 0.3057
H 0.1552 4.3821 1.7099
C -2.1120 2.4460 -1.2545
C -1.9924 -2.5228 -1.3282
C -1.6457 -1.2637 -2.0442
H -2.8124 -2.3393 -0.6120
H -2.2513 -3.3554 -1.9902
C -1.7124 -0.0324 -1.3357
C -1.7198 1.2163 -2.0126
H -1.8237 -0.0635 0.0056
C -1.1999 1.2401 -3.2998
C -0.8912 0.0230 -3.9241
C -0.8871 2.5493 -3.9673
C -1.1294 -1.2243 -3.3343
H -0.4612 0.0491 -4.9249
C -0.7584 -2.5016 -4.0308
H -0.4320 -2.2770 -5.0514
H -1.6051 -3.1985 -4.0736
H 0.0672 -3.0114 -3.5101
H -1.7355 3.2429 -3.9204
H -0.6325 2.3676 -5.0168
H -0.0246 3.0443 -3.4925
H -2.4351 3.2785 -1.8898
H -2.9093 2.2186 -0.5248
O -1.3600 2.4052 2.5094
C -1.9372 1.3227 2.6544
C -3.0065 1.0580 3.7127
C -3.3933 -0.3856 3.5146
C -2.6037 -0.8316 2.2866
O -2.7327 -1.9288 1.7360
N -1.7336 0.1759 1.9069
H -2.5886 1.2490 4.7063
H -3.8515 1.7345 3.5394
H -3.1062 -1.0072 4.3706
H -4.4630 -0.5104 3.3184
*
```

The LUMO energy (spin up / spin down) comes out at 2.93 / 2.92 eV.



C24H32ClN3O4Yb as an isolated structure at a distorted geometry, computed with ωB97M-V with the def2-TZVPD basis set.

The geometry in ORCA input format:
```
! RIJCOSX wB97M-V def2-TZVPD def2/J DEFGRID3
* xyz -1 2
Yb 0.6390 0.1056 0.9503
Cl 1.8543 0.0568 -1.2258
N 0.5860 2.4590 0.4027
N 0.4315 -2.3018 0.4822
C -0.0252 2.9062 -0.6537
C -0.1724 -2.7943 -0.5652
C 1.7191 3.3659 0.7122
C 1.8586 4.1423 -0.6040
C 2.9607 2.5639 1.0580
C 1.3178 4.2543 1.8926
H 3.0889 1.7727 0.3058
H 2.8565 2.1033 2.0534
H 3.8373 3.2293 1.0463
H 0.4472 4.8638 1.6216
H 2.1372 4.9321 2.1638
H 1.0426 3.6437 2.7625
C 1.5260 -3.2365 0.8632
C 1.6457 -4.1114 -0.3911
C 1.0755 -4.0263 2.0985
C 2.8250 -2.4960 1.1385
H 3.0013 -1.7840 0.3204
H 3.6558 -3.2192 1.1767
H 2.7717 -1.9483 2.0927
H 0.0943 -4.4825 1.9130
H 0.9786 -3.3615 2.9698
H 1.7903 -4.8278 2.3325
O 0.4763 -3.7741 -1.1988
H 1.6189 -5.1879 -0.1788
H 2.5233 -3.8612 -0.9996
O 0.6400 3.8149 -1.3651
H 2.7051 3.7989 -1.2135
H 1.8907 5.2326 -0.4692
C -1.4054 2.4963 -1.0590
C -1.5124 -2.4056 -1.0798
C -1.4684 -1.1660 -1.9065
H -2.1050 -2.2116 -0.1732
H -1.9334 -3.2600 -1.6169
C -1.7213 0.0441 -1.2731
C -1.4259 1.2517 -1.8935
H -2.0921 0.0220 -0.2436
C -1.1560 1.2630 -3.2729
C -1.0150 0.0423 -3.9408
C -0.9392 2.5634 -3.9784
C -1.1854 -1.1796 -3.2814
H -0.7654 0.0449 -5.0051
C -0.9853 -2.4873 -3.9799
H -0.8065 -2.3373 -5.0483
H -1.8506 -3.1591 -3.8908
H -0.1202 -3.0048 -3.5338
H -1.7983 3.2451 -3.9103
H -0.7479 2.3978 -5.0421
H -0.0774 3.0756 -3.5224
H -1.8812 3.3512 -1.5532
H -1.9157 2.2854 -0.1089
O -1.1550 2.0367 2.7551
C -1.6225 0.9030 2.9221
C -2.3613 0.4172 4.1721
C -2.6731 -1.0348 3.8805
C -2.2318 -1.2303 2.4361
O -2.5275 -2.2050 1.7477
N -1.5135 -0.1287 2.0080
H -1.7174 0.5300 5.0544
H -3.2752 1.0047 4.3251
H -2.0820 -1.7074 4.5143
H -3.7298 -1.2897 4.0065
*
```

Its relative energy (zero: lowest compared OMol25 entry of this formula, charge and spin) is 0.3397 eV. The LUMO energy (spin up / spin down) comes out at 2.61 / 2.72 eV.



Number 1: electronic energy -48888.100 eV. Number 2: electronic energy -52983.370 eV. Number 3: electronic energy -69132.849 eV. Number 4: electronic energy -195427.244 eV. Number 5: electronic energy -485488.108 eV. Number 6: electronic energy -81912.813 eV. Number 7: electronic energy -82124.179 eV.